1.
The following is a quantum chemistry calculation of a molecular structure, F8H4N4Na2O18S8 at a distorted geometry, from OMol25.

Geometry (Å):
Na1 2.78 13.92 -6.38
Na2 5.52 15.11 -6.65
N1 4.25 14.70 -4.76
S1 5.14 14.04 -3.46
O1 4.65 12.82 -2.89
O2 5.82 14.90 -2.43
F1 6.35 13.57 -4.39
S2 3.50 15.64 -3.78
O3 4.11 16.96 -3.82
O4 2.82 15.10 -2.65
F2 2.16 15.85 -4.68
N2 0.34 11.13 -3.02
S3 -0.96 11.59 -4.06
O5 -0.64 12.19 -5.38
O6 -2.21 12.02 -3.41
F3 -1.21 10.05 -4.51
S4 0.79 12.53 -2.91
O7 0.03 13.49 -2.07
O8 1.50 13.02 -4.09
F4 2.05 12.12 -1.98
N3 -2.03 15.75 -6.96
S5 -0.62 15.42 -6.00
O9 0.40 14.75 -6.74
O10 -0.84 15.06 -4.59
F5 -0.12 16.96 -5.94
S6 -2.67 14.38 -6.84
O11 -3.26 14.00 -5.56
O12 -2.05 13.44 -7.75
F6 -3.96 14.91 -7.71
N4 3.68 15.17 -8.33
S7 3.10 16.80 -8.65
O13 1.74 16.91 -9.06
O14 4.14 17.77 -9.01
F7 2.86 17.02 -7.06
S8 3.65 14.89 -9.85
O15 4.74 15.51 -10.59
O16 2.33 14.64 -10.45
F8 4.26 13.38 -9.70
O17 0.46 12.04 -8.05
H1 -0.42 12.41 -8.07
H2 0.70 12.01 -7.13
O18 3.17 11.60 -6.30
H3 3.37 11.09 -5.52
H4 3.65 11.17 -7.00

- Relative energy (zero: lowest compared OMol25 entry of this formula, charge and spin): 483.9 kJ/mol
- Total charge: -2
- HOMO-LUMO gap: 0.239 Eh

=====

2.
The following is a quantum chemistry calculation of C17H18ClN3O3 in the gas phase, from OMol25.

Geometry (Å):
C1 1.84 0.36 -2.55
C2 1.02 -0.52 -1.66
C3 -0.34 -0.67 -1.92
C4 -1.12 -1.50 -1.14
C5 -0.54 -2.20 -0.10
C6 0.81 -2.08 0.19
C7 1.58 -1.20 -0.57
O1 2.94 -1.00 -0.34
C8 3.29 -0.47 0.93
C9 2.34 0.65 1.33
O2 1.64 0.61 2.32
N1 2.34 1.64 0.42
N2 1.48 2.74 0.43
C10 0.11 2.65 0.12
O3 -0.41 3.51 -0.57
N3 -0.49 1.60 0.73
C11 -1.80 1.17 0.58
C12 -2.66 1.66 -0.40
C13 -3.93 1.15 -0.53
C14 -4.37 0.15 0.32
C15 -3.53 -0.34 1.31
C16 -2.26 0.17 1.44
H1 -1.60 -0.21 2.20
H2 -3.88 -1.12 1.98
Cl1 -5.96 -0.49 0.15
H3 -4.59 1.53 -1.30
H4 -2.32 2.44 -1.06
H5 0.04 1.15 1.47
H6 1.91 3.58 0.04
H7 2.84 1.47 -0.45
H8 4.31 -0.09 0.82
H9 3.28 -1.23 1.72
C17 1.39 -2.90 1.30
H10 1.42 -2.33 2.23
H11 2.40 -3.23 1.05
H12 0.78 -3.78 1.47
H13 -1.15 -2.87 0.50
H14 -2.17 -1.60 -1.34
H15 -0.77 -0.14 -2.75
H16 1.53 1.40 -2.46
H17 2.90 0.27 -2.33
H18 1.69 0.07 -3.59

- Relative energy (zero: lowest compared OMol25 entry of this formula, charge and spin): 66.9 kJ/mol
- Total charge: 0
- HOMO-LUMO gap: 0.323 Eh

=====

3.
The following is a quantum chemistry calculation of 10 unconnected molecules or ions with the total composition C30H80O30S10 at a distorted geometry, from OMol25.

Geometry (Å):
O1 6.16 3.77 -1.00
S1 5.71 4.07 0.29
O2 5.79 3.13 1.34
O3 6.44 5.41 0.79
C1 5.74 6.30 1.69
C2 5.35 5.69 3.03
C3 4.02 4.61 0.11
H1 5.00 6.91 1.16
H2 6.53 7.00 1.99
H3 4.80 6.42 3.63
H4 6.22 5.38 3.60
H5 4.69 4.83 2.96
H6 3.33 3.83 -0.18
H7 4.02 5.42 -0.62
H8 3.65 5.02 1.05
O4 0.67 -0.70 -2.72
S2 0.20 -0.47 -1.40
O5 0.87 -1.04 -0.28
O6 0.23 1.11 -1.22
C4 0.09 1.69 0.06
C5 -0.30 3.12 -0.03
C6 -1.55 -0.75 -1.40
H9 1.02 1.54 0.62
H10 -0.64 1.19 0.72
H11 -0.62 3.58 0.91
H12 -1.03 3.31 -0.82
H13 0.55 3.76 -0.29
H14 -1.93 -0.36 -2.34
H15 -2.13 -0.33 -0.58
H16 -1.82 -1.81 -1.41
O7 1.63 3.67 2.60
S3 1.95 2.47 3.28
O8 2.80 1.53 2.65
O9 2.46 2.71 4.74
C7 2.20 3.97 5.40
C8 3.05 4.12 6.60
C9 0.40 1.69 3.67
H17 1.16 3.83 5.73
H18 2.11 4.82 4.72
H19 4.09 3.95 6.34
H20 2.68 3.61 7.49
H21 3.01 5.15 6.97
H22 -0.33 1.63 2.86
H23 0.03 2.19 4.56
H24 0.61 0.63 3.80
O10 -3.75 1.82 0.27
S4 -4.32 2.79 -0.59
O11 -3.59 3.89 -1.11
O12 -4.99 2.02 -1.82
C10 -5.68 0.76 -1.46
C11 -6.71 0.52 -2.54
C12 -5.82 3.54 0.08
H25 -6.08 0.79 -0.44
H26 -4.87 0.03 -1.46
H27 -7.21 -0.43 -2.38
H28 -6.19 0.49 -3.49
H29 -7.37 1.39 -2.54
H30 -6.35 3.79 -0.84
H31 -5.58 4.44 0.62
H32 -6.38 2.83 0.68
O13 -5.37 -4.35 -0.94
S5 -5.27 -2.99 -0.53
O14 -4.39 -2.09 -1.18
O15 -6.70 -2.31 -0.64
C13 -7.87 -3.03 -0.15
C14 -9.02 -2.65 -1.06
C15 -4.92 -2.90 1.21
H33 -8.03 -2.76 0.90
H34 -7.70 -4.11 -0.18
H35 -8.97 -1.58 -1.28
H36 -10.00 -3.02 -0.77
H37 -8.89 -3.16 -2.03
H38 -4.94 -1.86 1.52
H39 -4.12 -3.59 1.47
H40 -5.80 -3.38 1.66
O16 3.21 -8.08 -3.93
S6 2.38 -7.04 -3.44
O17 1.17 -6.72 -4.10
O18 1.98 -7.56 -1.96
C16 1.35 -6.72 -1.00
C17 0.31 -7.60 -0.32
C18 3.31 -5.63 -3.02
H41 0.79 -5.88 -1.45
H42 1.99 -6.20 -0.27
H43 -0.32 -7.14 0.44
H44 0.73 -8.48 0.17
H45 -0.36 -7.85 -1.14
H46 3.96 -5.24 -3.79
H47 3.83 -5.88 -2.10
H48 2.67 -4.83 -2.67
O19 -3.66 -9.49 -1.83
S7 -3.72 -8.10 -1.60
O20 -2.87 -7.51 -0.64
O21 -3.50 -7.31 -2.97
C19 -3.72 -5.89 -2.91
C20 -2.65 -5.04 -2.28
C21 -5.44 -7.66 -1.21
H49 -4.71 -5.68 -2.53
H50 -3.73 -5.57 -3.96
H51 -2.61 -5.27 -1.22
H52 -2.82 -3.96 -2.33
H53 -1.63 -5.18 -2.65
H54 -5.74 -7.07 -2.07
H55 -5.42 -7.08 -0.30
H56 -6.05 -8.56 -1.24
O22 3.81 7.74 -4.57
S8 3.79 8.57 -3.41
O23 3.22 9.87 -3.41
O24 3.14 7.69 -2.25
C22 1.93 8.18 -1.60
C23 1.33 7.07 -0.79
C24 5.44 8.67 -2.75
H57 1.26 8.53 -2.40
H58 2.21 9.10 -1.08
H59 2.16 6.52 -0.34
H60 0.75 6.39 -1.40
H61 0.73 7.45 0.03
H62 5.39 9.25 -1.83
H63 6.03 9.24 -3.47
H64 5.79 7.66 -2.60
O25 5.23 -1.08 -3.42
S9 5.33 -0.56 -2.09
O26 5.44 -1.45 -0.97
O27 6.54 0.45 -1.99
C25 7.88 -0.06 -1.90
C26 8.36 -0.76 -3.16
C27 3.97 0.51 -1.72
H65 7.99 -0.78 -1.08
H66 8.52 0.79 -1.69
H67 9.41 -0.53 -3.34
H68 7.83 -0.49 -4.08
H69 8.26 -1.84 -3.12
H70 3.27 -0.10 -1.15
H71 3.53 0.83 -2.66
H72 4.27 1.33 -1.08
O28 -1.51 -1.76 1.53
S10 -1.24 -1.91 2.91
O29 -1.64 -0.85 3.78
O30 -2.11 -3.24 3.28
C28 -2.26 -3.61 4.64
C29 -3.09 -2.72 5.54
C30 0.42 -2.52 3.15
H73 -1.31 -3.88 5.12
H74 -2.83 -4.55 4.65
H75 -4.16 -2.83 5.33
H76 -2.93 -1.64 5.47
H77 -3.05 -2.99 6.60
H78 0.78 -2.31 4.16
H79 1.02 -2.05 2.38
H80 0.36 -3.60 3.08

- Relative energy (zero: lowest compared OMol25 entry of this formula, charge and spin): 307.7 kJ/mol
- Total charge: 0
- HOMO-LUMO gap: 0.362 Eh